A structure of composition C3H10NS in a non-equilibrium geometry, computed with ωB97M-V/def2-TZVPD.

Computed properties:
- charge = +1
- energy above the lowest of the compared OMol25 structures with the same formula, charge and spin (kJ/mol) = 433.1
- 2S+1 = 1

Atoms and positions in Å:
C (1.10, -1.08, -0.68)
N (0.87, -0.26, -1.89)
H (2.20, -0.95, -0.45)
H (0.94, -2.17, -0.72)
H (-0.09, 0.03, -2.27)
H (1.52, -0.63, -2.69)
C (-2.10, -0.27, 1.49)
S (0.17, -0.45, 1.08)
C (0.62, 1.48, 0.33)
H (-1.94, 0.16, 2.54)
H (-2.79, 0.15, 0.87)
H (-2.37, -1.31, 1.66)
H (1.53, 1.70, 0.79)
H (-0.26, 2.03, 0.71)
H (0.60, 1.57, -0.78)